Record 1
Formula: C2H4N4OS
Source: OMol25
Level of theory: the ωB97M-V functional and the def2-TZVPD basis

```
12
Properties=species:S:1:pos:R:3:forces:R:3
S 1.074 1.754 -1.991 -0.4 -1.6 0.6
C -0.875 -0.222 0.647 -2.5 -1.4 3.0
N 0.161 -0.057 -0.165 0.9 -2.1 0.9
O -1.718 0.803 0.414 -1.1 -0.6 0.4
C -0.131 0.995 -0.920 2.4 2.8 -2.5
H -1.987 -0.964 1.960 1.6 -0.4 -0.4
N -1.248 1.526 -0.676 -0.7 0.9 -0.2
H 1.768 0.596 -1.775 0.3 0.8 -0.5
N -1.028 -1.150 1.537 -1.3 1.4 -0.5
N 1.318 -0.752 0.133 1.1 -1.5 0.1
H 1.324 -1.714 -0.392 -0.2 2.3 1.9
H 1.343 -0.814 1.227 -0.1 -0.5 -2.8
```
Positions in Å, forces in eV/Å.

SMILES	[H]/N=c1\onc(S)n1N
net charge	0
max |F|	4.4	eV/Å
energy relative to the best compared isomer or geometry (same formula, charge and spin)	48.2	kcal per mole
2S+1	1
HOMO energy	-0.32810	Eh
HOMO-LUMO gap	0.34564	Eh

Results of the natural (NBO) charge analysis, in e, for atoms 1 through 6: 0.07, 0.64, -0.30, -0.33, 0.23, 0.36

Record 2
Formula: C2H4N4S
Source: OMol25
Level of theory: the ωB97M-V functional and the def2-TZVPD basis

```
11
Properties=species:S:1:pos:R:3:forces:R:3
C 0.237 -0.180 0.009 0.4 3.4 -0.1
N -2.265 0.869 -0.353 -1.0 3.0 -2.6
N -0.481 -1.187 0.169 0.1 -2.8 -0.3
S -0.351 1.601 0.162 3.6 0.0 1.4
N -1.811 -1.303 0.256 3.2 -1.2 1.4
H -0.683 1.503 1.459 -0.2 0.1 -0.1
N -2.421 -0.252 -0.080 -6.3 -2.0 0.4
C 1.676 -0.251 -0.334 0.2 -0.4 0.0
H 2.001 -1.287 -0.307 0.0 -0.1 -0.1
H 1.829 0.145 -1.338 0.0 0.1 0.0
H 2.269 0.343 0.357 0.0 0.0 0.0
```
Positions in Å, forces in eV/Å.

net charge	0
<S²>	2.028
max |F|	6.6	eV/Å
energy relative to the best compared isomer or geometry (same formula, charge and spin)	58.0	kcal per mole
2S+1	3
HOMO energy (spin up / spin down)	-0.22629 / -0.32523	Eh
HOMO-LUMO gap (spin up / spin down)	0.24462 / 0.23028	Eh

Results of the natural (NBO) charge analysis, in e, for atoms 1 through 6: 0.24, -0.15, -0.32, 0.09, 0.04, 0.15

Record 3
Formula: C2H4N6
Source: OMol25
Level of theory: the ωB97M-V functional and the def2-TZVPD basis

```
12
Properties=species:S:1:pos:R:3:forces:R:3
N 1.780 0.926 -0.172 2.9 3.9 2.8
H 2.126 1.894 0.292 -1.8 -2.9 -1.8
N -2.022 -0.943 -0.136 -3.4 -1.2 2.5
C -1.819 0.281 0.026 -0.8 5.4 -0.2
H 0.114 -1.629 -0.111 0.4 0.5 -0.5
N -0.661 1.050 -0.249 0.9 -1.4 1.1
N 2.082 -1.150 -0.043 3.4 0.4 0.6
H -2.671 1.140 0.333 1.9 -2.6 -0.5
N 0.807 -0.875 -0.260 -1.2 -3.2 0.9
N 2.817 -0.073 0.066 -6.0 -1.1 -1.4
C 0.480 0.399 -0.141 0.6 2.9 -1.5
H -3.033 -1.019 0.395 2.9 -0.6 -2.1
```
Positions in Å, forces in eV/Å.

SMILES	[H]/N=C/N=c1[nH]nn[nH]1
net charge	0
max |F|	6.3	eV/Å
energy relative to the best compared isomer or geometry (same formula, charge and spin)	50.0	kcal per mole
2S+1	1
HOMO energy	-0.33593	Eh
HOMO-LUMO gap	0.35855	Eh

Results of the natural (NBO) charge analysis, in e, for atoms 1 through 6: -0.45, 0.43, -0.73, 0.28, 0.46, -0.61

Record 4
Formula: C2H4N6
Source: OMol25
Level of theory: the ωB97M-V functional and the def2-TZVPD basis

```
12
Properties=species:S:1:pos:R:3:forces:R:3
H 0.096 3.150 -0.475 1.1 -3.6 -1.9
N 1.489 1.625 -0.440 1.4 3.0 -0.6
H 1.045 -2.303 0.923 -4.0 0.4 0.1
N -0.673 1.121 -0.894 -0.2 2.6 -1.5
C -0.204 -2.078 0.938 -2.3 -0.5 -0.2
N 0.382 2.149 -1.023 -2.8 2.3 1.0
N 1.378 0.516 -0.010 -2.3 -3.1 1.3
C -0.134 0.155 -0.106 2.3 -0.1 -1.3
N -0.748 -0.823 0.336 0.4 -2.6 1.4
H -2.250 -2.166 1.291 4.2 -2.8 -0.3
H -1.260 1.027 -1.799 1.6 -0.2 2.5
N -1.200 -2.899 1.326 0.7 4.6 -0.5
```
Positions in Å, forces in eV/Å.

net charge	0
max |F|	5.1	eV/Å
energy relative to the best compared isomer or geometry (same formula, charge and spin)	105.2	kcal per mole
2S+1	1
HOMO energy	-0.34285	Eh
HOMO-LUMO gap	0.34491	Eh

Results of the natural (NBO) charge analysis, in e, for atoms 1 through 6: 0.39, 0.03, 0.22, -0.50, 0.20, -0.30

Record 5
Formula: C2H4N6
Source: OMol25
Level of theory: the ωB97M-V functional and the def2-TZVPD basis

```
12
Properties=species:S:1:pos:R:3:forces:R:3
N 1.038 0.569 -1.947 -0.6 3.9 5.4
H 1.038 -1.226 -3.006 -1.1 2.5 3.6
C -0.164 -0.208 -0.094 0.6 -0.6 -3.5
H -0.521 -2.319 -1.265 1.5 5.0 0.8
N 0.778 -0.594 -2.030 -1.5 -10.2 -6.4
H 0.074 1.459 1.213 -2.1 -0.5 2.9
N -0.673 -0.488 1.020 -0.7 2.1 2.5
H -1.132 -0.358 3.500 1.2 2.9 -1.1
N 0.533 0.908 -0.714 0.0 0.9 -0.2
N -0.252 -1.128 -1.172 1.3 -2.6 -1.3
C -0.572 0.699 1.924 2.7 -1.2 -0.8
N -0.717 0.661 3.211 -1.2 -2.1 -1.9
```
Positions in Å, forces in eV/Å.

SMILES	[H]/N=C\N=c1/nn[nH][nH]1
net charge	0
max |F|	12.1	eV/Å
energy relative to the best compared isomer or geometry (same formula, charge and spin)	117.4	kcal per mole
2S+1	1
HOMO energy	-0.32479	Eh
HOMO-LUMO gap	0.31746	Eh

Results of the natural (NBO) charge analysis, in e, for atoms 1 through 6: 0.08, 0.41, 0.49, 0.46, -0.13, 0.20

Record 6
Formula: C2H4N6O
Source: OMol25
Level of theory: the ωB97M-V functional and the def2-TZVPD basis

```
13
Properties=species:S:1:pos:R:3:forces:R:3
H 1.267 2.242 -0.340 0.1 0.5 1.6
N -3.080 -0.310 -0.357 4.2 5.7 0.7
N 2.626 -0.411 -0.368 0.2 -4.2 0.3
N -0.548 -1.236 0.525 5.0 1.1 -1.4
N 0.519 0.673 -0.309 -1.9 -2.0 0.7
N 0.681 -1.584 0.180 -4.8 -1.7 1.5
O 1.039 1.729 0.476 0.7 0.3 -2.2
C 1.399 -0.544 -0.283 -0.3 4.2 1.0
H -2.021 1.809 -0.032 -0.3 -3.7 -0.9
H 2.936 0.425 -0.701 0.9 3.1 -0.9
H -3.874 0.421 -0.504 1.5 -1.7 0.1
N -0.635 0.190 0.398 -2.5 -2.1 -1.9
C -1.993 0.546 -0.168 -2.8 0.4 1.4
```
Positions in Å, forces in eV/Å.

SMILES	[H]/N=c1/nnn(/C=N/[H])n1O
net charge	0
max |F|	7.1	eV/Å
energy relative to the best compared isomer or geometry (same formula, charge and spin)	114.8	kcal per mole
2S+1	1
HOMO energy	-0.36598	Eh
HOMO-LUMO gap	0.32185	Eh

Results of the natural (NBO) charge analysis, in e, for atoms 1 through 6: 0.48, -0.58, -0.58, 0.11, -0.08, -0.22

Record 7
Formula: C2H4NO2
Source: OMol25
Level of theory: the ωB97M-V functional and the def2-TZVPD basis

```
9
Properties=species:S:1:pos:R:3:forces:R:3
C 0.340 0.028 -0.447 1.0 -1.0 -2.0
H 1.335 -0.527 -0.270 -1.2 0.2 -0.4
O -0.275 0.433 1.780 -0.4 -1.7 1.9
H 0.494 0.636 -1.436 -0.6 -1.0 1.9
C 0.201 0.910 0.757 -0.9 1.3 -1.0
H -0.693 -1.682 -0.966 0.1 -0.8 -0.4
H -0.941 -1.055 0.498 -0.6 -0.4 1.3
N -0.889 -0.842 -0.469 1.3 1.3 -1.0
O 0.428 2.098 0.553 1.1 2.2 -0.3
```
Positions in Å, forces in eV/Å.

SMILES	NCC(=O)[O-]
net charge	-1
max |F|	2.6	eV/Å
energy relative to the best compared isomer or geometry (same formula, charge and spin)	14.9	kcal per mole
2S+1	1
HOMO energy	-0.13632	Eh
HOMO-LUMO gap	0.30575	Eh

Results of the natural (NBO) charge analysis, in e, for atoms 1 through 6: -0.32, 0.14, -0.79, 0.18, 0.72, 0.32

Record 8
Formula: C2H4NO2
Source: OMol25
Level of theory: the ωB97M-V functional and the def2-TZVPD basis

```
9
Properties=species:S:1:pos:R:3:forces:R:3
H 1.604 -0.079 1.180 -0.6 0.0 -0.9
N -1.527 0.366 0.366 -2.2 -0.6 -1.1
C 1.193 0.260 0.149 -0.1 0.8 1.0
H 0.018 -1.420 0.083 -0.3 -1.1 -0.1
O -2.324 1.036 -0.420 2.3 -0.6 1.6
O 1.542 1.389 -0.219 0.8 0.1 -0.3
H -0.984 0.948 1.043 0.0 0.6 -0.8
H 0.196 -0.515 -1.523 -0.6 0.1 -0.9
C 0.199 -0.530 -0.465 0.7 0.5 1.4
```
Positions in Å, forces in eV/Å.

net charge	-1
max |F|	2.8	eV/Å
energy relative to the best compared isomer or geometry (same formula, charge and spin)	115.9	kcal per mole
2S+1	1
HOMO energy (spin up / spin down)	-0.08408 / -0.09075	Eh
HOMO-LUMO gap (spin up / spin down)	0.25705 / 0.26350	Eh

Results of the natural (NBO) charge analysis, in e, for atoms 1 through 6: 0.05, -0.18, 0.30, 0.18, -0.54, -0.69

Record 9
Formula: C2H4NO2
Source: OMol25
Level of theory: the ωB97M-V functional and the def2-TZVPD basis

```
9
Properties=species:S:1:pos:R:3:forces:R:3
H -1.507 -1.171 1.503 -0.2 -0.2 0.0
O 0.575 0.024 -1.411 -1.1 1.0 1.3
H -1.241 0.969 1.149 0.7 0.5 -1.1
N -0.369 0.352 0.967 -0.3 -0.7 -1.4
H 0.433 0.851 1.304 0.6 1.0 0.0
O 1.943 -0.428 -3.176 0.8 0.5 -1.0
C 1.277 -0.106 -2.315 0.6 -1.5 -0.9
H -0.201 -0.099 -0.010 -0.5 1.3 1.1
C -0.910 -0.393 1.989 -0.6 -1.8 2.0
```
Positions in Å, forces in eV/Å.

net charge	+1
max |F|	2.8	eV/Å
energy relative to the best compared isomer or geometry (same formula, charge and spin)	81.1	kcal per mole
2S+1	1
HOMO energy	-0.57165	Eh
HOMO-LUMO gap	0.33749	Eh

Results of the natural (NBO) charge analysis, in e, for atoms 1 through 6: 0.13, -0.63, 0.49, -0.80, 0.46, -0.40

Record 10
Formula: C2H4NO2
Source: OMol25
Level of theory: the ωB97M-V functional and the def2-TZVPD basis

```
9
Properties=species:S:1:pos:R:3:forces:R:3
C -0.087 0.240 -0.614 0.8 -3.0 -0.6
H -2.022 -0.541 -0.340 1.2 0.1 0.8
C 1.958 0.004 -0.081 0.1 -1.5 0.1
H -1.565 0.442 1.044 0.5 -1.8 -1.6
H -0.187 1.139 -1.103 -1.8 1.7 -1.1
H -0.811 -1.061 0.752 -0.1 -1.5 0.6
O 2.772 -0.778 -0.143 0.3 0.1 -0.4
O 1.149 0.842 0.199 -0.6 1.3 1.8
N -1.207 -0.286 0.286 -0.5 4.5 0.4
```
Positions in Å, forces in eV/Å.

net charge	+1
max |F|	4.5	eV/Å
energy relative to the best compared isomer or geometry (same formula, charge and spin)	77.4	kcal per mole
2S+1	1
HOMO energy	-0.51402	Eh
HOMO-LUMO gap	0.36409	Eh

Results of the natural (NBO) charge analysis, in e, for atoms 1 through 6: -0.17, 0.48, 1.11, 0.44, 0.19, 0.44

Record 11
Formula: C2H4NO2
Source: OMol25
Level of theory: the ωB97M-V functional and the def2-TZVPD basis

```
9
Properties=species:S:1:pos:R:3:forces:R:3
H -0.045 1.450 -1.983 0.3 -1.8 0.8
O 0.161 0.090 1.672 0.2 -0.5 0.5
N 0.025 0.567 -1.357 -3.0 3.2 0.7
O 0.737 -1.082 3.591 0.1 -0.2 0.4
C 0.447 -0.505 2.649 -0.3 0.7 -1.0
H -0.539 0.871 -0.449 1.7 -0.5 -1.3
H -0.949 -1.348 -1.141 0.7 0.8 -0.3
C -0.832 -0.481 -1.849 -0.6 -1.1 -0.4
H 0.994 0.438 -1.131 1.0 -0.6 0.6
```
Positions in Å, forces in eV/Å.

net charge	+1
max |F|	4.4	eV/Å
energy relative to the best compared isomer or geometry (same formula, charge and spin)	75.1	kcal per mole
2S+1	1
HOMO energy (spin up / spin down)	-0.58290 / -0.58337	Eh
HOMO-LUMO gap (spin up / spin down)	0.33533 / 0.33687	Eh

Results of the natural (NBO) charge analysis, in e, for atoms 1 through 6: 0.47, -0.62, -0.84, -0.43, 1.05, 0.50

Record 12
Formula: C2H4NO2P
Source: OMol25
Level of theory: the ωB97M-V functional and the def2-TZVPD basis

```
10
Properties=species:S:1:pos:R:3:forces:R:3
O -1.726 1.078 -0.128 -0.8 -0.2 -0.2
H -0.074 -0.708 1.323 0.1 0.0 0.0
H -0.422 -2.270 0.439 0.2 -0.4 -0.2
O 1.703 -0.972 -0.731 0.3 -0.2 -0.1
N 0.952 1.191 -0.163 -0.8 0.9 0.7
H 1.513 1.938 -0.526 0.2 0.1 -0.1
H -0.870 1.421 0.175 0.2 -0.1 0.1
C -0.537 -1.206 0.481 -2.3 0.7 0.2
C 1.220 0.039 -0.423 1.9 -0.7 -1.1
P -1.759 -0.511 -0.446 0.8 -0.2 0.7
```
Positions in Å, forces in eV/Å.

SMILES	N=C=O.C=PO
net charge	0
max |F|	2.4	eV/Å
energy relative to the best compared isomer or geometry (same formula, charge and spin)	42.7	kcal per mole
2S+1	1
HOMO energy	-0.33310	Eh
HOMO-LUMO gap	0.34526	Eh

Results of the natural (NBO) charge analysis, in e, for atoms 1 through 6: -1.01, 0.23, 0.24, -0.49, -0.87, 0.43

Q: Which of these has the lowest max |F|?
A: C2H4NO2P

Q: Look up the 2S+1 of the eighth one.
A: 1